No. 1
A single C16H25NO2 molecule. Source: the Open Molecules 2025 dataset; level of theory: ωB97M-V/def2-TZVPD.

Structure (XYZ):
```
44
Properties=species:S:1:pos:R:3
O 1.398 1.346 -2.237
C 1.652 1.371 -1.075
C 3.098 1.448 -0.615
C 3.083 0.945 0.811
C 1.680 1.262 1.317
C 0.696 1.200 0.093
C -0.101 -0.155 0.076
C 0.736 -1.417 0.052
N -0.113 -2.602 -0.085
C -0.848 -3.062 1.094
C -1.292 -4.529 0.977
O -2.024 -4.707 -0.263
C -1.220 -4.398 -1.415
C -0.768 -2.907 -1.377
C -0.270 2.374 0.101
C -0.862 2.955 1.195
C -1.742 4.086 0.829
C -1.965 3.829 -0.654
C -0.774 3.013 -1.136
H 3.708 0.810 -1.263
H 3.339 2.527 -0.675
H 3.284 -0.120 0.798
H 3.864 1.429 1.429
H 1.785 2.242 1.751
H 1.436 0.555 2.111
H -0.744 -0.132 0.924
H -0.762 -0.136 -0.781
H 1.308 -1.462 0.977
H 1.424 -1.398 -0.767
H -0.256 -2.958 2.007
H -1.720 -2.405 1.218
H -0.452 -5.222 1.023
H -1.952 -4.721 1.828
H -0.365 -5.105 -1.384
H -1.792 -4.598 -2.330
H -1.642 -2.261 -1.547
H -0.131 -2.701 -2.225
H -0.697 2.644 2.224
H -1.210 5.033 1.022
H -2.692 4.082 1.382
H -2.153 4.725 -1.269
H -2.879 3.213 -0.735
H -1.080 2.262 -1.847
H 0.011 3.647 -1.560
```

Computed properties:
Structure (SMILES): O=C1CCC[C@@]1(CCN1CCOCC1)C1=CCCC1
Energy above the lowest of the compared OMol25 structures with the same formula, charge and spin: 212.4 kJ/mol
Net charge: 0
Multiplicity: 1
LUMO level: 0.795 eV


No. 2
A molecular structure, C26H28BrF3IrNO9SSe2. Source: the Open Molecules 2025 dataset; level of theory: ωB97M-V/def2-TZVPD.

Structure (XYZ):
```
72
Properties=species:S:1:pos:R:3
Ir 0.197 -0.852 -0.429
C -3.703 2.361 -2.125
Se -2.812 1.872 -0.467
C -3.902 0.314 -0.073
C -3.639 -1.017 -0.778
Se -2.075 -2.118 -0.334
C -2.608 -2.471 1.490
H -4.621 2.903 -1.916
H -3.910 1.468 -2.712
H -3.014 2.988 -2.685
H -4.919 0.607 -0.332
H -3.844 0.193 1.008
H -3.580 -0.907 -1.857
H -4.462 -1.692 -0.535
H -3.630 -2.840 1.464
H -2.534 -1.571 2.090
H -1.946 -3.235 1.892
C 0.376 5.998 -0.798
O 1.735 5.561 -0.840
C 1.982 4.256 -0.784
C 3.359 3.899 -0.811
C 3.700 2.589 -0.789
C 2.713 1.564 -0.686
C 3.057 0.212 -0.568
C 4.478 -0.260 -0.655
O 2.219 -0.717 -0.337
C 1.356 1.938 -0.653
O 0.363 1.083 -0.596
C 1.001 3.286 -0.708
H 0.413 7.079 -0.876
H -0.092 5.712 0.145
H -0.189 5.589 -1.636
H 4.099 4.685 -0.854
H 4.746 2.320 -0.827
H 4.880 -0.034 -1.643
H 4.506 -1.334 -0.492
H 5.097 0.229 0.098
H -0.052 3.523 -0.685
O -2.072 1.119 3.821
C -1.069 0.414 4.369
C -0.911 0.480 5.753
C 0.103 -0.220 6.368
C 0.991 -1.008 5.629
C 0.837 -1.087 4.266
C -0.189 -0.381 3.617
C -0.330 -0.457 2.168
O 0.480 -1.254 1.487
O -1.187 0.168 1.527
H -1.994 1.051 2.852
H -1.601 1.092 6.317
H 0.216 -0.154 7.443
H 1.784 -1.550 6.124
H 1.503 -1.695 3.668
F -2.031 -0.133 -5.142
C -0.848 -0.632 -4.800
F -0.993 -1.959 -4.610
F 0.013 -0.441 -5.787
S -0.283 0.150 -3.239
O 0.974 -0.522 -2.898
O -0.285 1.553 -3.498
O -1.334 -0.330 -2.313
Br 2.044 -7.111 -1.584
C 1.531 -5.347 -1.266
C 0.690 -4.695 -2.157
C 0.324 -3.399 -1.882
N 0.761 -2.757 -0.783
C 1.587 -3.382 0.074
C 1.987 -4.682 -0.135
H 0.325 -5.182 -3.049
H -0.319 -2.843 -2.548
H 1.912 -2.816 0.931
H 2.643 -5.168 0.571
```

Computed properties:
⟨S²⟩: 0.76
Energy above the lowest of the compared OMol25 structures with the same formula, charge and spin: 109.3 kJ/mol
Net charge: +1
Multiplicity: 2
LUMO level (spin up / spin down): -3.915 / -5.378 eV


No. 3
2 unconnected molecules or ions with the total composition C3H7NO3. Source: the Open Molecules 2025 dataset; level of theory: ωB97M-V/def2-TZVPD.

Structure (XYZ):
```
14
Properties=species:S:1:pos:R:3
C 0.225 0.870 -2.055
N 0.006 0.306 -0.862
C -0.123 -1.173 -0.830
C -0.236 -1.739 0.625
O 0.025 -1.056 1.637
O 0.256 0.302 -3.170
H 0.682 1.788 -1.814
H 0.044 0.702 0.110
H 0.880 -1.592 -1.219
H -0.915 -1.491 -1.513
H -0.533 -2.830 0.813
H -0.699 2.401 2.876
H 0.583 1.826 2.973
O -0.194 1.687 2.430
```

Computed properties:
⟨S²⟩: 0.77
Energy above the lowest of the compared OMol25 structures with the same formula, charge and spin: 212.2 kJ/mol
Net charge: +1
Multiplicity: 2
LUMO level (spin up / spin down): -4.848 / -9.692 eV


No. 4
A single C5H7NO molecule. Source: the Open Molecules 2025 dataset; level of theory: ωB97M-V/def2-TZVPD.

Structure (XYZ):
```
14
Properties=species:S:1:pos:R:3
C 1.181 -1.426 0.822
C -0.572 0.425 0.720
N -1.015 1.647 0.375
C -1.506 0.487 -0.467
C -0.691 0.273 -1.573
C 0.866 0.052 0.791
O 1.711 0.916 0.959
H 2.035 -1.647 0.178
H 0.316 -2.027 0.528
H 1.460 -1.694 1.847
H -0.322 2.281 -0.052
H -2.555 0.222 -0.398
H 0.271 0.770 -1.632
H -0.983 -0.364 -2.403
```

Computed properties:
Energy above the lowest of the compared OMol25 structures with the same formula, charge and spin: 410.1 kJ/mol
Net charge: 0
Multiplicity: 1
LUMO level (spin up / spin down): -0.447 / -0.572 eV


No. 5
2 unconnected molecules or ions with the total composition C7H19NOP. Source: the Open Molecules 2025 dataset; level of theory: ωB97M-V/def2-TZVPD.

Structure (XYZ):
```
29
Properties=species:S:1:pos:R:3
C -3.621 0.426 0.284
C 1.698 2.116 0.561
C 1.438 1.257 -1.797
C 1.138 -0.884 1.922
C -2.211 0.134 -0.308
C -1.549 -1.192 -0.119
C -0.173 -1.490 -0.714
N 1.466 1.009 -0.320
O 3.238 -1.914 -0.178
P 1.171 -0.485 0.161
H -3.468 0.529 1.416
H -4.278 -0.349 0.084
H -3.984 1.371 -0.123
H 1.225 1.744 1.513
H 2.757 2.246 0.803
H 1.348 3.102 0.067
H 1.256 0.432 -2.580
H 0.801 2.079 -2.056
H 2.418 1.558 -2.136
H 1.000 -2.028 2.119
H 0.379 -0.237 2.426
H 2.142 -0.712 2.270
H -1.466 0.847 0.080
H -2.279 0.393 -1.301
H -1.451 -1.306 0.883
H -2.234 -2.048 -0.402
H -0.036 -1.254 -1.764
H 0.186 -2.501 -0.411
H 3.086 -2.843 -0.380
```

Computed properties:
⟨S²⟩: 2.01
Energy above the lowest of the compared OMol25 structures with the same formula, charge and spin: 0.0 kJ/mol
Net charge: +1
Multiplicity: 3
LUMO level (spin up / spin down): -2.701 / -6.372 eV


No. 6
A molecular structure, C26H42BaBrN3P2S. Source: the Open Molecules 2025 dataset; level of theory: ωB97M-V/def2-TZVPD.

Structure (XYZ):
```
76
Properties=species:S:1:pos:R:3
C -0.468 7.191 -3.266
C -0.647 5.805 -3.475
C -0.946 5.418 -4.805
C -0.995 6.383 -5.832
N -0.794 7.675 -5.583
C -0.533 8.093 -4.347
C -0.539 4.844 -2.366
C -0.429 4.035 -1.447
C -0.096 3.003 -0.516
C 0.985 3.149 0.362
C 1.393 2.076 1.137
C 0.956 0.781 0.815
C -0.149 0.649 -0.077
C -0.799 1.784 -0.521
Ba -2.103 -0.045 1.869
P 1.992 -0.738 1.330
H -1.151 4.383 -5.063
H -0.284 7.589 -2.272
H -1.199 6.095 -6.875
H -0.366 9.169 -4.195
H -1.763 1.719 -1.029
H 1.528 4.096 0.401
H -0.536 -0.328 -0.437
H 2.088 2.271 1.964
C 2.378 -2.379 2.299
C 3.309 -3.357 1.610
H 1.418 -2.850 2.537
H 2.823 -2.087 3.260
H 3.516 -4.216 2.256
H 2.898 -3.754 0.683
H 4.277 -2.916 1.371
C 2.135 -1.314 -0.404
C 3.172 -0.502 -1.130
H 1.173 -1.159 -0.897
H 2.300 -2.389 -0.491
H 3.089 -0.649 -2.207
H 3.074 0.566 -0.938
H 4.177 -0.783 -0.829
C 3.466 0.219 1.893
C 4.788 -0.509 1.948
H 3.189 0.566 2.899
H 3.606 1.113 1.275
H 5.586 0.209 2.175
H 4.802 -1.292 2.706
H 5.023 -0.957 0.982
Br 0.474 -0.145 3.524
P -2.374 -3.370 -1.366
C -0.523 -3.476 -1.277
C -0.092 -4.924 -1.532
H -0.164 -3.121 -0.297
H -0.114 -2.817 -2.061
H 0.971 -4.983 -1.796
H -0.263 -5.546 -0.644
H -0.665 -5.365 -2.360
C -2.936 -3.057 0.341
C -4.257 -3.757 0.686
H -3.140 -1.970 0.343
H -2.151 -3.292 1.067
H -4.367 -3.887 1.773
H -5.094 -3.138 0.330
H -4.369 -4.745 0.216
C -2.582 -1.669 -2.070
C -2.831 -1.791 -3.570
H -1.692 -1.052 -1.869
H -3.454 -1.210 -1.576
H -3.246 -0.855 -3.960
H -1.898 -2.002 -4.106
H -3.541 -2.600 -3.785
N -1.300 0.954 6.377
C -2.295 0.530 5.564
N -2.753 -0.720 5.813
S -2.986 1.490 4.304
H -0.848 0.314 7.020
H -0.853 1.851 6.220
H -3.600 -1.025 5.341
H -2.402 -1.279 6.581
```

Computed properties:
Net charge: +2
Multiplicity: 1
LUMO level: -5.820 eV


E_tot readings, ordered: -829.84738, -9918.22279, -398.58930, -324.56826, -749.02333, -4860.04558 hartree
Max |F| readings, ordered: 2.66, 1.13, 4.20, 0.43, 3.86, 2.27 eV/A